[1]
Computed, not measured: a molecular structure, C10H14CoIN2O7P2S, with wB97M-V/def2-TZVPD.

Each line ends with the Löwdin charge.
CARTESIAN COORDINATES (ANGSTROEM)
I -3.005 1.309 1.146  1.210
Co -0.632 0.863 -0.502  0.801
S 0.987 4.665 -2.181  1.159
P 1.479 -1.459 -1.072  0.522
P -1.389 -1.579 -0.974  0.376
O 1.926 -1.855 0.376  -0.057
O 0.182 -2.450 -3.040  -0.023
O -1.008 -1.164 0.426  -0.324
O -2.574 -2.592 -1.121  -0.044
O -1.610 -0.270 -1.751  -0.290
O 2.708 -1.844 -1.959  -0.037
O 1.139 0.004 -1.131  -0.296
N -0.204 2.757 -1.023  -0.129
N -0.146 1.153 1.529  -0.076
C 0.101 -3.916 -1.049  -0.039
C -0.354 5.034 -1.182  -0.323
C -1.227 0.839 3.635  -0.062
C -1.240 1.074 2.282  -0.683
C -0.867 3.905 -0.643  -0.217
C 1.170 0.745 3.457  0.001
C 0.802 3.026 -1.837  -0.423
C 0.020 0.660 4.228  0.007
C 0.074 -2.514 -1.639  -0.577
C 1.051 0.993 2.102  -0.076
H -3.482 -2.275 -0.991  0.129
H 2.643 -1.715 -2.920  0.129
H -2.146 0.797 4.202  0.122
H 1.450 2.261 -2.241  0.089
H -1.723 3.864 0.010  0.074
H -0.693 6.047 -1.039  0.095
H -0.734 -4.502 -1.432  0.101
H 0.018 -3.876 0.037  0.098
H -0.401 -3.085 -3.471  0.130
H 1.028 -4.424 -1.326  0.106
H 1.914 1.078 1.455  0.131
H 0.081 0.452 5.288  0.135
H 2.509 -2.627 0.458  0.131
H 2.149 0.621 3.895  0.130

Atoms 1-2, force components in eV/Å:
I 0.21 0.14 0.22
Co 0.29 -0.80 0.11

Calculated values
LUMO energy (spin up / spin down)	-0.216 / -0.344	hartree
charge	+2
⟨S²⟩	6.011
spin multiplicity	5
HOMO (spin up / spin down)	-15.87 / -15.84	eV
relative energy (zero: lowest compared OMol25 entry of this formula, charge and spin)	0.20	kcal/mol

[2]
Computed, not measured: 2 unconnected molecules or ions with the total composition BrH3P2, with wB97M-V/def2-TZVPD.

Each line ends with the Löwdin charge.
CARTESIAN COORDINATES (ANGSTROEM)
Br -2.713 -2.578 -2.384  0.320
P 0.319 0.880 1.614  0.306
P 1.757 2.012 0.752  0.310
H 1.098 0.223 2.470  -0.294
H 0.941 2.481 -0.146  -0.319
H -1.401 -3.018 -2.306  -0.324

Atoms 1-2, force components in eV/Å:
Br -0.87 0.29 -0.05
P -1.21 1.18 -1.82

Calculated values
LUMO energy	-0.034	hartree
HOMO	-9.45	eV
relative energy (zero: lowest compared OMol25 entry of this formula, charge and spin)	31.47	kcal/mol

[3]
Computed, not measured: 3 unconnected molecules or ions with the total composition C54H52F4N3O12P, with wB97M-V/def2-TZVPD.

Each line ends with the Löwdin charge.
CARTESIAN COORDINATES (ANGSTROEM)
P 0.248 -0.841 -2.123  1.088
F 2.243 -0.921 2.288  0.135
F 1.814 1.112 2.718  0.108
F 0.222 -0.179 2.187  0.126
F 3.722 -3.382 -0.685  -0.014
O -0.095 0.714 -2.762  -0.338
O -3.208 7.325 1.286  0.101
O -3.668 -10.253 5.744  0.106
O 2.578 0.332 -3.690  0.017
O 5.452 1.364 0.781  -0.163
O -2.519 9.641 -3.478  0.107
O -2.941 -7.893 1.008  0.101
O 2.116 2.224 -4.868  0.115
O 5.954 1.898 1.983  0.004
O -1.845 2.717 -0.694  -0.079
O 2.320 -2.647 -3.070  -0.039
O 4.359 -2.036 -2.995  -0.001
N 0.959 -1.904 0.111  -0.043
N 4.084 3.153 -0.963  0.132
N 3.390 0.380 -1.355  0.030
C 2.908 4.835 0.969  -0.012
C -0.319 6.191 -2.619  -0.043
C -2.316 -9.632 2.462  -0.083
C -0.901 -5.050 -0.854  -0.115
C -2.655 9.130 -2.385  -0.278
C 4.330 4.443 -1.001  -0.095
C 3.820 -2.038 -0.259  -0.247
C -1.406 -10.164 1.555  0.000
C -3.480 -9.699 4.679  -0.278
C -1.043 7.325 -2.954  0.003
C -3.558 9.736 -1.371  -0.083
C -4.623 9.686 0.793  -0.002
C 4.770 0.471 -1.817  -0.109
C 5.944 0.566 -2.030  0.203
C -3.086 -8.414 2.095  -0.277
C -2.075 7.301 -0.774  -0.081
C 3.732 5.270 -0.058  -0.068
C -0.430 -4.000 0.204  -0.217
C 3.088 1.084 -0.060  -0.113
C -2.486 -10.233 3.711  -0.084
C -0.212 2.425 1.041  -0.165
C 1.654 0.488 0.329  -0.104
C 2.837 1.135 -2.571  -0.106
C 1.468 0.159 -5.840  0.038
C -1.342 6.169 -0.442  0.000
C -4.236 -8.469 4.321  -0.083
C -4.215 10.925 -1.663  -0.001
C 3.273 2.653 -0.062  -0.209
C 2.110 1.029 -4.744  -0.509
C 2.692 3.427 0.934  -0.011
C -5.069 11.492 -0.732  -0.057
C -3.754 9.120 -0.133  -0.084
C 3.207 -1.992 -2.514  -0.700
C 3.004 -1.072 -1.222  -0.121
C 0.878 -3.296 -0.348  -0.208
C 5.348 -1.927 -0.134  -0.031
C -1.741 2.550 0.718  -0.234
C -1.486 -1.269 -1.487  -0.231
C -1.915 7.890 -2.030  -0.083
C -3.029 7.869 0.214  -0.278
C -1.726 -11.344 4.054  -0.002
C -5.279 10.868 0.494  -0.058
C -4.717 -6.671 2.789  -0.002
C -5.143 -7.936 5.230  -0.001
C -0.462 5.619 -1.359  -0.053
C -0.808 -11.860 3.154  -0.056
C 4.164 0.844 1.076  -0.111
C -0.655 -11.275 1.900  -0.055
C -5.828 -6.772 4.921  -0.058
C 1.507 0.114 1.839  -0.516
C 1.524 -0.817 -0.676  -0.332
C -4.031 -7.841 3.091  -0.082
C -5.610 -6.136 3.703  -0.058
C 0.387 1.371 0.081  -0.122
H 2.063 3.074 1.747  0.100
H -0.221 -4.579 1.116  0.102
H -1.272 -3.304 0.345  0.081
H -0.927 7.772 -3.933  0.122
H -2.687 2.391 -1.029  0.095
H -4.783 9.205 1.749  0.120
H 2.460 5.469 1.730  0.119
H 5.888 -2.250 -1.038  0.094
H 3.588 1.844 -2.954  0.142
H 0.568 1.950 -0.838  0.107
H -0.912 0.610 -3.265  0.046
H 0.113 4.740 -1.095  0.092
H 4.259 -0.200 1.412  0.119
H -2.258 -0.742 -2.079  0.044
H -0.450 0.666 -0.051  0.086
H -1.282 -9.707 0.582  0.121
H -0.191 2.237 2.124  0.114
H -1.667 -2.342 -1.661  0.027
H -4.057 11.411 -2.617  0.121
H 2.108 0.066 -6.725  0.091
H -2.326 1.705 1.123  0.124
H 3.893 1.409 1.985  0.132
H 0.363 5.754 -3.338  0.111
H -0.894 -4.623 -1.877  0.069
H 1.281 -0.842 -5.405  0.086
H -4.552 -6.176 1.841  0.119
H -1.660 -1.003 -0.429  0.030
H -6.531 -6.356 5.631  0.107
H 0.066 -1.705 0.541  0.078
H -2.121 3.484 1.181  0.111
H 4.989 4.877 -1.759  0.122
H -1.455 5.718 0.536  0.109
H -6.140 -5.221 3.467  0.107
H 5.764 -0.954 0.159  0.056
H 3.415 -2.105 0.761  0.130
H -5.576 12.422 -0.960  0.108
H 1.987 1.795 -2.325  0.140
H 0.056 -11.686 1.194  0.108
H 0.879 -3.524 -1.420  0.090
H -0.235 -5.927 -0.897  0.079
H 5.652 -2.646 0.652  0.096
H 0.476 0.573 -6.069  0.089
H -5.310 -8.426 6.179  0.121
H 6.914 1.952 1.878  0.114
H 1.653 -3.883 0.178  0.114
H 3.922 6.350 -0.124  0.109
H -1.927 -5.409 -0.675  0.063
H 0.129 3.465 0.898  0.088
H -0.211 -12.722 3.426  0.108
H -5.952 11.309 1.219  0.107
H 6.992 0.769 -1.905  0.078
H -1.846 -11.804 5.026  0.121

Atoms 1-2, force components in eV/Å:
P -0.77 -0.47 -2.00
F 0.03 0.17 -0.40

Calculated values
LUMO energy	-0.039	hartree
SMILES	C#C[N@+]1(COC(C)=O)[C@@](COO)(c2ccccn2)[C@](CCCO)(C(F)(F)F)[C@@](NCCC)(P(C)O)[C@]1(C(=O)[O-])[C@H](C)F.O=C1c2ccccc2C(=O)c2ccccc21.O=C1c2ccccc2C(=O)c2ccccc21
HOMO	-6.94	eV
relative energy (zero: lowest compared OMol25 entry of this formula, charge and spin)	0.00	kcal/mol